No. 1
# C19H20F2N4O

One molecule with the formula C19H20F2N4O at a distorted geometry (ωB97M-V/def2-TZVPD, the Open Molecules 2025 dataset).

Output
SMILES string: Cc1c(F)ccc(-c2cnc3[nH]c(=O)n(CCN4CC(F)C4)c3c2)c1C

```
46
Properties=species:S:1:pos:R:3:mulliken_charge:R:1
C 0.87 3.88 4.02 -1.686
C 0.22 3.72 2.66 0.666
C -0.68 4.66 2.10 0.458
F -1.02 5.80 2.77 -0.342
C -1.30 4.40 0.88 -0.797
C -1.02 3.25 0.19 -0.639
C -0.11 2.30 0.68 0.440
C 0.14 1.10 -0.14 0.062
C 1.43 0.79 -0.56 -0.653
N 1.76 -0.31 -1.25 -0.727
C 0.74 -1.13 -1.53 0.326
N 0.91 -2.29 -2.21 -0.128
C -0.33 -2.81 -2.38 0.243
O -0.57 -3.72 -3.16 -0.651
N -1.27 -2.03 -1.71 0.293
C -2.73 -2.10 -1.83 -1.333
C -3.50 -2.50 -0.56 -0.566
N -3.15 -3.85 -0.10 -0.092
C -3.10 -5.02 -0.99 -0.543
C -1.94 -5.62 -0.15 0.187
F -2.31 -6.71 0.54 -0.356
C -1.96 -4.29 0.65 -0.461
C -0.60 -0.93 -1.15 0.506
C -0.89 0.23 -0.42 -0.746
C 0.54 2.57 1.87 0.810
C 1.49 1.49 2.45 -1.911
H 0.36 3.28 4.78 0.344
H 0.86 4.96 4.25 0.355
H 1.92 3.60 4.02 0.395
H -2.01 5.12 0.46 0.406
H -1.48 3.05 -0.77 0.480
H 2.23 1.51 -0.38 0.498
H 1.59 -2.41 -2.95 0.348
H -3.08 -1.12 -2.19 0.438
H -2.94 -2.76 -2.64 0.585
H -3.24 -1.80 0.24 0.390
H -4.57 -2.45 -0.85 0.330
H -4.01 -5.63 -1.11 0.384
H -2.74 -4.83 -2.02 0.149
H -0.97 -5.78 -0.68 0.276
H -1.07 -3.67 0.46 0.081
H -2.10 -4.40 1.75 0.340
H -1.89 0.44 -0.09 0.602
H 2.51 1.75 2.23 0.393
H 1.30 0.48 2.04 0.399
H 1.35 1.40 3.54 0.444
```

---

No. 2
# C3H9NO2

A 2-piece molecular cluster, C3H9NO2 overall at a distorted geometry (ωB97M-V/def2-TZVPD, the Open Molecules 2025 dataset).

Output
SMILES string: CC(=O)O.CN

```
15
Properties=species:S:1:pos:R:3:mulliken_charge:R:1
C 1.78 -0.70 1.49 -1.036
C 2.08 -1.12 0.07 0.773
O 2.85 -1.99 -0.16 -0.528
O 1.42 -0.47 -0.89 -0.451
H 1.03 -1.27 2.08 0.304
H 1.16 0.20 1.56 0.349
H 2.58 -0.43 2.18 0.303
H 0.65 0.01 -0.57 0.323
C -2.37 0.67 -0.43 -0.708
N -1.14 1.18 -1.10 -0.611
H -2.07 -0.17 0.20 0.232
H -3.00 0.20 -1.17 0.306
H -2.83 1.43 0.17 0.304
H -0.88 0.45 -1.75 0.243
H -1.27 2.00 -1.68 0.200
```

---

The records above give, respectively, LUMO level values of 0.49, 0.68 eV.
The records above give, respectively, E_tot values of -1230.01349, -324.92499 hartree.
The records above give, respectively, energy relative to the best compared isomer or geometry (same formula, charge and spin) values of 0.00, 125.04 kJ/mol.